(1)
{
  "formula": "C13H16O3S3",
  "method": "wB97M-V/def2-TZVPD",
  "symbols": ["C", "O", "C", "C", "S", "C", "S", "S", "C", "C", "O", "C", "C", "C", "C", "O", "C", "C", "C", "H", "H", "H", "H", "H", "H", "H", "H", "H", "H", "H", "H", "H", "H", "H", "H"],
  "xyz": [[-5.763, 3.084, -0.093], [-4.771, 2.797, -1.092], [-3.517, 3.439, -0.907], [-2.535, 3.173, -2.046], [-2.352, 1.349, -2.356], [-1.746, 0.832, -0.785], [-0.560, 1.676, 0.060], [-2.614, -0.377, 0.093], [-1.259, -1.368, 0.885], [-0.174, -1.815, -0.097], [-0.534, -2.221, -1.192], [1.247, -1.782, 0.231], [1.818, -0.869, 1.157], [3.211, -0.845, 1.388], [4.071, -1.792, 0.794], [5.380, -1.750, 1.151], [6.210, -2.905, 0.932], [3.522, -2.689, -0.142], [2.141, -2.645, -0.457], [-6.583, 2.382, -0.201], [-6.140, 4.105, -0.231], [-5.304, 2.973, 0.896], [-3.139, 3.134, 0.072], [-3.666, 4.538, -0.903], [-2.894, 3.670, -2.937], [-1.579, 3.607, -1.740], [-1.692, -2.272, 1.319], [-0.818, -0.829, 1.689], [1.171, -0.087, 1.613], [3.587, -0.112, 2.071], [5.728, -3.844, 1.271], [6.470, -2.991, -0.119], [7.154, -2.806, 1.495], [4.134, -3.464, -0.576], [1.795, -3.296, -1.243]],
  "lowdin_charge": [-0.082, -0.230, -0.317, -0.415, 0.859, -1.421, 0.616, 0.855, -0.363, -0.432, 0.061, -0.161, -0.019, 0.012, -0.276, -0.083, -0.068, 0.001, 0.015, 0.085, 0.086, 0.087, 0.096, 0.130, 0.080, 0.059, 0.096, 0.038, 0.086, 0.108, 0.101, 0.085, 0.095, 0.100, 0.114],
  "spin_multiplicity": 1,
  "de_lowest_kj_mol": 0.00,
  "homo_energy_ev": -8.4,
  "gap_ha": 0.2804,
  "smiles": "COCCSC(=S)SCC(=O)c1ccc(OC)cc1",
  "e_tot_ev": -52386.695
}

(2)
{
  "formula": "C13H16O4S",
  "method": "wB97M-V/def2-TZVPD",
  "symbols": ["C", "C", "O", "C", "C", "C", "C", "O", "C", "C", "S", "C", "C", "C", "C", "C", "O", "O", "H", "H", "H", "H", "H", "H", "H", "H", "H", "H", "H", "H", "H", "H", "H", "H"],
  "xyz": [[1.198, -2.204, 0.401], [1.144, -1.523, 1.779], [1.249, -2.250, 2.780], [1.240, 0.037, 1.927], [2.714, 0.337, 2.220], [0.270, 0.506, 3.046], [-0.792, 1.180, 2.273], [-1.786, 1.663, 2.810], [-0.337, 1.510, 0.892], [-0.117, 2.981, 0.693], [-1.535, 0.778, -0.322], [-0.615, 0.630, -1.932], [-1.289, -0.343, -2.886], [-2.356, -1.176, -2.614], [-2.624, -1.979, -3.788], [-1.672, -1.571, -4.688], [-0.853, -0.597, -4.139], [0.912, 0.784, 0.711], [2.075, -1.867, -0.153], [0.315, -1.928, -0.171], [1.277, -3.262, 0.525], [3.287, -0.074, 1.415], [3.021, -0.082, 3.168], [2.903, 1.403, 2.248], [-0.137, -0.346, 3.626], [0.731, 1.243, 3.662], [-1.066, 3.535, 0.561], [0.485, 3.167, -0.214], [0.393, 3.426, 1.589], [0.399, 0.293, -1.757], [-0.533, 1.605, -2.382], [-2.949, -1.232, -1.703], [-3.424, -2.684, -3.885], [-1.530, -1.959, -5.694]],
  "lowdin_charge": [0.019, -0.310, 0.067, -0.393, 0.012, 0.007, -0.389, 0.109, -0.673, -0.040, 1.000, -0.338, -0.336, -0.066, -0.053, -0.103, 0.027, -0.100, 0.090, 0.072, 0.074, 0.083, 0.096, 0.093, 0.154, 0.136, 0.098, 0.097, 0.111, 0.078, 0.076, 0.090, 0.097, 0.118],
  "spin_multiplicity": 1,
  "de_lowest_kj_mol": 200.20,
  "homo_energy_ev": -8.7,
  "gap_ha": 0.3349,
  "smiles": "CC(=O)[C@]1(C)CC(=O)[C@](C)(SCc2ccco2)O1",
  "e_tot_ev": -32764.129
}